No. 1
27
Properties=species:S:1:pos:R:3:mulliken_charge:R:1 method="wB97M-V/def2-TZVPD" total_charge=+1 gap_ev=7.69 smiles="CC[n+]1c(-c2cnccn2)n(C)[nH]c1=S" homo_energy_ev=-12.44
C 2.078 -0.216 2.223 -0.979
C 0.568 -0.106 2.285 -0.708
N -0.053 -0.879 1.189 0.122
C -0.274 -0.467 -0.044 0.546
C -0.248 0.903 -0.610 0.508
C -0.703 1.984 0.187 -0.423
N -0.702 3.254 -0.275 -0.540
C -0.304 3.439 -1.555 -0.199
C 0.091 2.375 -2.356 -0.188
N 0.166 1.094 -1.904 -0.508
N -0.762 -1.552 -0.782 0.329
C -1.219 -1.581 -2.194 -0.731
N -0.861 -2.683 0.078 -0.373
C -0.275 -2.258 1.277 0.004
S 0.282 -3.278 2.477 -0.239
H 2.526 0.375 3.057 0.371
H 2.480 0.117 1.258 0.304
H 2.385 -1.291 2.378 0.299
H 0.219 -0.544 3.216 0.435
H 0.302 0.935 2.252 0.270
H -1.068 1.829 1.178 0.584
H -0.321 4.445 -1.998 0.376
H 0.367 2.559 -3.378 0.447
H -1.180 -2.601 -2.571 0.291
H -2.245 -1.176 -2.336 0.308
H -0.542 -1.032 -2.817 0.365
H -0.710 -3.646 -0.234 0.332

No. 2
25
Properties=species:S:1:pos:R:3:mulliken_charge:R:1 method="wB97M-V/def2-TZVPD" total_charge=+1 gap_ev=7.77 smiles="C[C@@H]1CC2=[N+]3OCCO[C@H]3C=C2S1" homo_energy_ev=-12.31
C 1.664 2.963 -1.624 -1.432
C 0.540 1.906 -1.673 0.298
C 0.033 1.530 -0.268 -0.746
C 0.120 0.079 -0.219 0.207
N -0.174 -0.857 0.608 0.278
O -0.858 -0.650 1.723 -0.320
C -1.471 -1.867 2.265 -0.415
C -1.771 -2.834 1.108 -0.451
O -0.605 -3.459 0.398 -0.306
C 0.306 -2.300 0.241 0.134
C 0.939 -1.950 -1.048 -0.729
C 0.831 -0.625 -1.279 0.294
S 1.489 0.513 -2.387 -0.148
H 2.582 2.654 -1.004 0.373
H 1.309 3.971 -1.173 0.340
H 1.956 3.341 -2.612 0.438
H -0.106 2.161 -2.590 0.358
H -0.959 1.724 -0.089 0.419
H 0.786 2.021 0.411 0.306
H -2.432 -1.641 2.630 0.374
H -1.016 -2.379 3.049 0.339
H -2.231 -3.835 1.483 0.364
H -2.539 -2.296 0.479 0.298
H 1.138 -2.496 0.870 0.323
H 1.520 -2.678 -1.666 0.407